Computed, not measured: a cluster of 16 separate species, C37H47B2Cl46F3N2O5 in total at a distorted geometry, with ωB97M-V/def2-TZVPD.

The geometry in XYZ format:
```
142
Properties=species:S:1:pos:R:3:mulliken_charge:R:1
C -5.20 2.60 -4.96 -0.492
C -4.07 3.54 -5.66 0.220
O -2.78 2.98 -5.32 -0.102
C -2.03 2.58 -6.49 -0.714
C -0.94 1.42 -6.14 -0.428
O -1.56 0.36 -5.38 -0.248
C -0.59 -0.56 -4.84 -0.734
C 0.23 0.12 -3.60 0.370
N -0.43 1.25 -3.01 -0.045
C 0.34 1.84 -1.95 -0.506
C -0.27 3.13 -1.26 0.630
B -1.72 3.67 -1.83 0.618
O -1.92 4.94 -2.46 -0.696
O -2.83 2.72 -1.67 -0.219
C -3.16 2.56 -0.27 0.267
C -3.32 1.01 0.19 -0.950
C 0.42 3.90 -0.10 0.082
B -0.14 5.25 0.60 0.559
C -1.61 5.47 1.27 -0.580
O 0.78 6.41 0.60 -0.706
C 1.81 3.28 0.42 0.165
C 2.66 3.90 1.64 -0.123
C 2.12 3.25 3.05 -0.435
C 1.03 4.17 3.79 0.537
Cl 0.81 3.81 5.58 -0.222
C 2.41 2.00 -0.27 -1.032
C 1.70 1.26 -1.48 0.257
N 2.39 0.13 -2.04 -0.504
C 1.62 -0.39 -3.12 0.204
C 2.29 -1.65 -3.90 -0.679
C 2.80 -2.80 -2.90 -0.725
C 1.64 -3.85 -2.47 0.678
F 2.24 -4.74 -1.50 -0.182
F 0.61 -3.11 -1.81 -0.202
F 1.16 -4.62 -3.57 -0.277
H -5.95 3.22 -4.35 0.232
H -5.77 1.98 -5.73 0.029
H -4.68 1.87 -4.24 0.211
H -4.23 4.60 -5.26 -0.443
H -4.27 3.59 -6.80 0.399
H -1.42 3.51 -6.84 0.265
H -2.67 2.27 -7.39 0.412
H -0.45 1.00 -7.11 0.348
H -0.09 1.97 -5.58 0.228
H -1.13 -1.50 -4.46 0.203
H 0.13 -0.89 -5.68 0.307
H -2.68 4.89 -3.09 0.131
H -2.41 3.03 0.46 -0.262
H -4.19 3.05 -0.06 0.351
H -3.42 1.01 1.35 0.295
H -4.27 0.53 -0.21 0.265
H -2.36 0.41 -0.02 0.143
H -1.93 4.61 1.96 0.233
H -1.58 6.49 1.81 0.193
H -2.36 5.61 0.40 0.184
H 0.88 6.71 1.55 0.167
H 3.74 3.46 1.52 0.195
H 2.67 5.04 1.65 0.000
H 1.64 2.23 2.83 0.308
H 2.99 3.10 3.78 0.354
H 0.00 3.98 3.29 -0.020
H 1.22 5.30 3.63 -0.303
H 3.41 1.60 0.12 0.586
H 3.24 -1.21 -4.40 0.391
H 1.63 -2.09 -4.71 0.189
H 3.40 -2.42 -2.01 0.288
H 3.55 -3.45 -3.52 0.398
C 3.04 -2.61 1.14 1.010
Cl 4.76 -2.98 1.27 -0.135
Cl 2.14 -3.35 2.47 -0.095
Cl 2.78 -0.86 1.11 0.101
H 2.67 -3.03 0.20 -0.922
C 4.84 -3.28 5.20 0.544
Cl 6.56 -3.66 5.33 -0.141
Cl 3.93 -4.02 6.53 -0.135
Cl 4.58 -1.53 5.18 -0.099
H 4.46 -3.69 4.27 -0.170
C -5.78 -1.90 2.90 0.184
Cl -6.90 -0.57 3.24 -0.146
Cl -5.70 -2.22 1.16 0.003
Cl -4.17 -1.53 3.54 -0.086
H -6.14 -2.79 3.40 0.073
C -3.79 -5.22 5.45 -0.032
Cl -4.00 -4.82 7.16 -0.128
Cl -5.17 -4.64 4.50 -0.116
Cl -2.28 -4.54 4.83 -0.073
H -3.75 -6.31 5.35 0.329
C 5.74 5.19 3.35 0.357
Cl 4.32 5.94 4.10 -0.084
Cl 7.16 5.38 4.39 -0.125
Cl 5.44 3.48 3.02 -0.080
H 5.94 5.69 2.41 -0.073
C -0.95 7.97 4.94 -0.158
Cl -0.63 6.92 6.33 -0.055
Cl -0.19 7.30 3.49 -0.090
Cl -2.69 8.17 4.69 -0.130
H -0.52 8.95 5.13 0.333
C 6.99 8.47 1.20 -0.009
Cl 8.33 7.37 1.53 -0.111
Cl 5.44 7.71 1.61 -0.028
Cl 7.19 9.98 2.09 -0.120
H 6.98 8.70 0.13 0.323
C 3.01 -6.94 1.19 0.271
Cl 1.59 -6.19 1.93 -0.081
Cl 4.43 -6.75 2.24 -0.108
Cl 2.71 -8.65 0.85 -0.149
H 3.21 -6.43 0.25 0.025
C -6.14 -4.69 -1.92 -0.027
Cl -5.56 -3.10 -2.47 -0.079
Cl -5.88 -4.90 -0.19 -0.089
Cl -7.85 -4.88 -2.32 -0.124
H -5.58 -5.45 -2.45 0.314
C -4.28 7.62 -3.80 0.213
Cl -5.16 6.15 -3.37 -0.106
Cl -4.11 7.76 -5.56 -0.132
Cl -5.09 9.05 -3.14 -0.138
H -3.28 7.56 -3.37 0.161
C -4.06 5.19 8.55 -0.007
Cl -4.70 3.72 7.80 -0.115
Cl -2.46 4.89 9.24 -0.120
Cl -3.99 6.51 7.37 -0.063
H -4.73 5.49 9.35 0.315
C 5.10 -10.78 -0.91 0.793
Cl 6.18 -11.50 0.29 -0.104
Cl 5.89 -9.43 -1.73 -0.139
Cl 4.58 -12.00 -2.08 -0.121
H 4.22 -10.40 -0.40 -0.373
C -8.59 0.08 -5.59 -0.047
Cl -7.54 -0.12 -7.00 -0.133
Cl -8.14 -1.06 -4.31 -0.076
Cl -8.53 1.75 -5.01 -0.090
H -9.61 -0.15 -5.89 0.347
C 1.23 -13.50 -0.96 -0.004
Cl 2.54 -14.62 -0.57 -0.107
Cl -0.34 -14.23 -0.57 -0.130
Cl 1.44 -11.97 -0.08 -0.048
H 1.26 -13.29 -2.02 0.293
C 9.58 -11.57 2.37 0.342
Cl 10.65 -11.81 0.98 -0.121
Cl 10.03 -12.65 3.70 -0.124
Cl 9.63 -9.88 2.90 -0.116
H 8.56 -11.80 2.07 0.020
```

Results
- HOMO-LUMO gap: 7.43 eV
- 2S+1: 1
- HOMO: -8.4 eV
- F_max: 6.26 eV Å⁻¹
- Charge: 0



Computed, not measured: a structure of composition C37H48AsF3N8O5Tl, with ωB97M-V/def2-TZVPD.

The geometry in XYZ format:
```
103
Properties=species:S:1:pos:R:3:mulliken_charge:R:1
Tl 0.11 -0.43 0.45 0.943
C -3.48 0.06 -3.95 -1.285
As -2.54 0.00 -2.22 0.429
C -3.87 1.10 -1.28 -1.385
C -3.17 -1.77 -1.56 -1.056
C -4.65 -2.01 -1.58 0.432
C -5.28 -2.50 -2.73 -0.200
C -6.66 -2.71 -2.76 -0.662
C -7.43 -2.44 -1.64 -0.444
C -6.81 -1.96 -0.49 -0.666
C -5.44 -1.75 -0.46 -0.271
H -4.53 -0.23 -3.85 0.393
H -2.99 -0.59 -4.68 0.319
H -3.43 1.09 -4.31 0.393
H -4.88 0.74 -1.45 0.545
H -3.79 2.14 -1.62 0.450
H -3.66 1.08 -0.20 0.229
H -2.78 -1.83 -0.54 0.442
H -2.63 -2.51 -2.15 0.390
H -4.68 -2.74 -3.60 0.408
H -7.12 -3.09 -3.66 0.373
H -8.50 -2.61 -1.65 0.369
H -7.41 -1.76 0.40 0.388
H -4.97 -1.39 0.44 0.447
C -1.22 2.52 1.95 -0.391
N -1.62 3.91 2.21 0.057
C -2.13 4.48 0.96 -0.722
N -1.14 4.46 -0.12 0.081
C -0.74 3.06 -0.34 -0.038
N -0.21 2.44 0.88 0.509
C 0.97 3.23 1.29 -0.294
N 0.62 4.63 1.56 0.049
C -0.42 4.65 2.60 -0.752
C 0.05 5.19 0.33 -0.728
H -2.10 1.94 1.65 0.043
H -0.81 2.07 2.85 0.125
H -2.43 5.52 1.14 0.347
H -3.01 3.91 0.65 0.314
H 0.03 3.02 -1.11 0.317
H -1.61 2.49 -0.67 -0.506
H 1.71 3.19 0.49 0.032
H 1.39 2.79 2.20 -0.067
H -0.70 5.69 2.80 0.345
H -0.01 4.21 3.51 0.387
H 0.81 5.16 -0.46 0.356
H -0.23 6.24 0.51 0.356
C 3.38 -3.12 -2.10 -0.576
N 2.04 -2.77 -2.57 0.171
C 1.96 -1.52 -3.32 -0.804
C 0.92 -3.13 -1.87 0.257
O -0.07 -2.41 -1.80 -0.311
N 0.98 -4.35 -1.21 0.321
C 1.50 -5.53 -1.88 -1.155
C -0.10 -4.62 -0.27 -0.848
H 3.91 -2.21 -1.81 -0.335
H 3.96 -3.62 -2.89 0.356
H 3.32 -3.76 -1.23 0.397
H 2.75 -1.51 -4.07 0.322
H 2.08 -0.65 -2.66 0.139
H 1.00 -1.44 -3.81 0.276
H 2.11 -5.24 -2.73 0.383
H 0.68 -6.16 -2.24 0.375
H 2.11 -6.13 -1.20 0.298
H -0.35 -3.72 0.27 0.130
H 0.24 -5.37 0.44 0.345
H -1.00 -4.99 -0.77 0.308
O 2.76 -1.58 0.62 -0.688
C 3.24 -0.54 0.16 -0.681
N 4.60 -0.25 0.14 0.144
C 4.84 1.05 -0.45 3.517
C 3.35 1.47 -0.76 -1.021
O 3.08 2.56 -1.25 -0.754
N 2.52 0.48 -0.41 0.570
C 5.52 1.99 0.54 -0.525
C 4.77 2.74 1.44 -0.110
C 5.39 3.56 2.37 -0.867
C 6.78 3.64 2.41 -0.440
C 7.54 2.89 1.53 -0.799
C 6.91 2.07 0.59 -0.321
C 5.58 0.98 -1.79 -0.567
C 6.01 -0.22 -2.34 -0.163
C 6.60 -0.26 -3.60 -1.058
C 6.78 0.92 -4.32 -0.351
C 6.38 2.13 -3.77 -0.907
C 5.79 2.16 -2.51 -0.150
H 5.22 -0.70 0.79 0.274
H 3.69 2.68 1.42 0.123
H 4.79 4.14 3.06 0.478
H 7.27 4.28 3.14 0.394
H 8.62 2.94 1.56 0.388
H 7.51 1.50 -0.11 0.433
H 5.88 -1.13 -1.78 0.381
H 6.92 -1.20 -4.02 0.410
H 7.23 0.89 -5.31 0.393
H 6.52 3.05 -4.32 0.393
H 5.46 3.10 -2.09 0.459
F 1.26 1.09 4.73 -0.293
C 1.45 -0.10 4.09 0.897
F 2.46 -0.72 4.69 -0.272
F 1.88 0.22 2.84 -0.067
C 0.12 -0.93 4.09 0.151
O -0.04 -1.56 5.14 -0.716
O -0.57 -0.81 3.05 -0.501
```

Results
- HOMO-LUMO gap: 7.99 eV
- 2S+1: 1
- HOMO: -5.6 eV
- F_max: 0.49 eV Å⁻¹
- Charge: -1



Computed, not measured: a structure of composition C37H48BiClN6O3S2, with ωB97M-V/def2-TZVPD.

The geometry in XYZ format:
```
98
Properties=species:S:1:pos:R:3:mulliken_charge:R:1
Bi -0.98 2.27 -2.27 1.659
C -1.26 4.84 -2.07 -0.838
C -2.05 4.33 -3.15 -0.329
C -3.16 3.64 -2.57 -1.007
C -3.04 3.70 -1.18 -0.112
C -1.86 4.44 -0.86 -0.301
H -0.41 5.50 -2.16 0.583
H -1.92 4.57 -4.20 0.536
H -3.98 3.18 -3.12 0.493
H -3.73 3.29 -0.45 0.434
H -1.51 4.68 0.13 0.460
S 0.92 -0.85 1.11 -0.411
C -0.11 -0.54 2.40 0.246
N -0.07 -1.23 3.53 0.235
C -1.01 -0.90 4.62 -0.645
C -1.07 0.58 4.77 -0.866
N -1.49 1.16 3.50 0.249
C -2.26 2.41 3.56 -1.897
C -3.73 2.25 3.24 1.165
C -4.38 3.25 2.52 -0.367
C -5.75 3.15 2.27 -0.721
C -6.47 2.06 2.74 -0.486
C -5.82 1.06 3.45 -0.780
C -4.45 1.16 3.71 -0.096
C -1.12 0.62 2.33 -0.261
S -1.70 1.23 0.89 -0.229
C 0.89 -2.31 3.82 -1.005
C 0.20 -3.53 4.36 0.381
C -0.72 -4.22 3.57 -0.124
C -1.36 -5.35 4.06 -0.652
C -1.08 -5.80 5.34 -0.411
C -0.17 -5.12 6.13 -0.684
C 0.46 -3.99 5.65 -0.304
H -0.66 -1.38 5.53 0.547
H -2.00 -1.30 4.39 0.251
H -0.10 0.99 5.07 0.322
H -1.80 0.85 5.53 0.568
H -1.82 3.13 2.86 0.389
H -2.14 2.80 4.57 0.622
H -3.82 4.10 2.17 0.476
H -6.25 3.94 1.71 0.410
H -7.53 1.99 2.56 0.421
H -6.37 0.21 3.82 0.416
H -3.96 0.38 4.27 0.222
H 1.62 -1.93 4.54 0.347
H 1.41 -2.53 2.90 0.470
H -0.93 -3.87 2.56 0.402
H -2.07 -5.88 3.44 0.393
H -1.57 -6.69 5.72 0.395
H 0.05 -5.48 7.13 0.393
H 1.18 -3.46 6.27 0.390
Cl -1.90 -1.62 -5.80 -0.199
C -1.10 -0.04 -5.99 -0.473
C -1.19 0.80 -4.72 0.652
O -2.25 0.85 -4.06 -0.632
O -0.14 1.43 -4.38 -0.706
H -1.61 0.47 -6.80 0.389
H -0.06 -0.20 -6.26 0.289
C 5.84 0.64 -0.71 -0.998
C 5.87 0.34 -2.20 -0.600
N 4.86 -0.65 -2.61 0.177
C 5.20 -2.08 -2.47 -0.695
C 4.62 -2.77 -1.24 -0.733
C 3.60 -0.32 -2.89 0.419
O 2.67 -1.13 -3.03 -0.675
C 3.24 1.14 -3.06 -0.164
C 3.69 1.97 -4.07 0.200
C 3.07 3.21 -4.26 -1.155
C 1.94 3.51 -3.52 -0.125
N 1.50 2.69 -2.57 -0.309
C 2.18 1.58 -2.31 -1.126
H 6.58 1.41 -0.46 0.420
H 6.07 -0.25 -0.12 0.295
H 4.85 1.01 -0.41 0.199
H 6.84 -0.05 -2.48 0.448
H 5.71 1.25 -2.76 0.320
H 6.29 -2.14 -2.45 0.392
H 4.86 -2.59 -3.37 0.333
H 4.93 -2.27 -0.32 0.224
H 4.97 -3.80 -1.20 0.410
H 3.53 -2.77 -1.29 0.057
H 4.52 1.67 -4.71 0.650
H 3.42 3.89 -5.02 0.451
H 1.35 4.40 -3.73 0.361
H 1.82 0.97 -1.49 1.031
N 0.17 -3.07 -2.95 0.035
C -0.57 -2.68 -1.69 -0.651
C -1.21 -1.31 -1.84 -0.838
N -0.19 -0.25 -1.94 1.849
H 0.32 -4.08 -3.01 0.469
H 1.09 -2.62 -3.00 0.175
H -0.34 -2.78 -3.78 0.174
H 0.15 -2.67 -0.88 0.213
H -1.33 -3.44 -1.49 0.434
H -1.81 -1.13 -0.95 0.252
H -1.87 -1.27 -2.71 0.310
H 0.48 -0.44 -2.68 0.015
H 0.28 -0.21 -1.03 -0.910
```

Results
- HOMO-LUMO gap: 7.53 eV
- 2S+1: 1
- HOMO: -12.7 eV
- F_max: 0.66 eV Å⁻¹
- Charge: +2
- ΔE to the lowest compared entry with this formula, charge and spin: 3.3 kcal per mole



Computed, not measured: a structure of composition C37H49As3F5OSb2W, with ωB97M-V/def2-TZVPD.

The geometry in XYZ format:
```
98
Properties=species:S:1:pos:R:3:mulliken_charge:R:1
W -0.29 -0.12 0.15 0.189
C 3.73 0.18 0.00 -1.148
As 2.24 -1.04 0.11 0.719
C 2.58 -2.25 -1.38 -0.777
C 2.63 -2.11 1.67 0.275
C 3.65 -3.05 1.70 -1.042
C 3.84 -3.83 2.84 -0.899
C 3.02 -3.66 3.95 -0.813
C 2.01 -2.70 3.93 -0.795
C 1.82 -1.93 2.79 0.288
As 0.60 -0.46 2.67 0.832
C 1.68 0.95 3.45 -1.196
C -0.66 -0.69 4.13 -1.561
H 4.66 -0.40 0.07 0.475
H 3.70 0.91 0.81 0.291
H 3.70 0.70 -0.95 0.384
H 3.10 -3.13 -1.01 0.681
H 3.21 -1.74 -2.10 0.496
H 1.65 -2.55 -1.85 -0.403
H 4.31 -3.19 0.85 0.488
H 4.63 -4.56 2.86 0.462
H 3.17 -4.27 4.83 0.473
H 1.39 -2.57 4.81 0.424
H 2.15 0.50 4.33 0.506
H 1.07 1.80 3.75 0.509
H 2.46 1.30 2.77 0.220
H -0.12 -0.80 5.08 0.652
H -1.29 -1.57 3.98 0.210
H -1.27 0.21 4.21 0.660
C -4.11 -0.49 2.71 -1.458
Sb -2.56 0.49 1.64 -0.394
C -0.06 1.94 1.07 -1.898
C -3.22 2.48 1.98 -1.122
C -4.50 2.46 1.20 0.488
C -5.71 2.27 1.89 -0.634
C -6.92 2.30 1.23 -0.771
C -6.95 2.53 -0.15 -0.717
C -5.78 2.72 -0.84 -0.789
C -4.54 2.69 -0.19 0.344
C -3.30 2.88 -1.02 -1.116
Sb -2.56 0.93 -1.57 0.181
C -4.36 -0.15 -1.87 -1.207
C -1.79 1.08 -3.53 -1.079
H -4.42 0.22 3.48 0.540
H -3.71 -1.39 3.16 0.611
H -4.96 -0.73 2.07 0.449
H -0.34 2.16 2.10 0.600
H -0.60 2.67 0.45 0.344
H 1.00 2.18 1.00 0.429
H -2.49 3.20 1.62 0.620
H -3.39 2.62 3.04 0.829
H -5.69 2.15 2.96 0.518
H -7.84 2.18 1.79 0.471
H -7.90 2.58 -0.67 0.475
H -5.81 2.93 -1.90 0.498
H -2.50 3.41 -0.52 0.507
H -3.54 3.41 -1.94 0.887
H -4.82 0.17 -2.81 0.607
H -5.05 0.05 -1.05 0.383
H -4.14 -1.21 -1.92 0.337
H -2.61 1.45 -4.15 0.746
H -1.48 0.09 -3.86 -0.012
H -0.96 1.78 -3.55 0.419
C -2.40 -3.18 1.62 -1.353
As -1.07 -2.65 0.32 1.409
C 0.22 -4.06 0.67 -1.411
C -2.02 -3.43 -1.22 -1.574
C -1.42 -3.44 -2.60 0.426
C -2.01 -2.71 -3.63 -0.231
C -1.59 -2.86 -4.94 -0.858
C -0.57 -3.76 -5.24 -0.654
C 0.03 -4.49 -4.23 -0.801
C -0.39 -4.33 -2.92 -0.412
H -2.57 -4.25 1.48 0.619
H -3.34 -2.66 1.44 0.323
H -2.08 -3.02 2.65 0.327
H -0.32 -5.00 0.59 0.654
H 0.63 -3.96 1.68 0.418
H 1.03 -4.05 -0.05 0.195
H -3.00 -2.95 -1.24 0.512
H -2.18 -4.46 -0.88 0.766
H -2.85 -2.06 -3.41 0.595
H -2.08 -2.31 -5.74 0.453
H -0.26 -3.90 -6.27 0.453
H 0.81 -5.20 -4.46 0.478
H 0.03 -4.96 -2.14 0.483
F 3.67 2.09 -5.35 -0.271
C 2.85 1.55 -4.47 0.504
C 2.36 0.27 -4.67 0.253
F 2.70 -0.41 -5.75 -0.283
C 1.50 -0.31 -3.75 -1.030
F 1.03 -1.53 -3.98 0.031
C 1.12 0.38 -2.60 0.615
O 0.22 -0.14 -1.72 2.278
C 1.62 1.66 -2.43 -0.566
F 1.23 2.34 -1.34 -0.312
C 2.48 2.26 -3.34 0.569
F 2.93 3.48 -3.12 -0.292
```

Results
- HOMO-LUMO gap: 5.17 eV
- 2S+1: 1
- HOMO: -15.8 eV
- F_max: 0.64 eV Å⁻¹
- Charge: +3
- ΔE to the lowest compared entry with this formula, charge and spin: 45.8 kcal per mole



Number 3 is which compound? C37H48BiClN6O3S2



The lowest HOMO-LUMO gap belongs to which entry? C37H49As3F5OSb2W